Entry 1:
ORCA calculation (the ωB97M-V functional and the def2-TZVPD basis) on C3H6N2O3 as an isolated structure in a non-equilibrium geometry.

Computed properties:
**E_LUMO**: -0.54 eV
**Energy relative to the best compared isomer or geometry (same formula, charge and spin)**: 146.0 kcal per mole
**Net charge**: 0
**Energy**: -452.96840 Eh
**Maximum force**: 6.06 eV Å⁻¹
**Kohn-Sham gap**: 9.10 eV
**Highest occupied orbital energy**: -0.3543 hartree

CARTESIAN COORDINATES (ANGSTROEM)
C  0.91091  -0.44063  -0.62226
C  1.02047  1.05581  -0.73444
C  -1.45011  -0.34619  -0.30661
H  0.92613  -1.71525  1.80510
H  0.88121  -0.80047  -1.64777
H  1.86005  -0.97333  -0.21362
H  0.10339  1.54826  1.05743
H  -1.85598  -0.37677  -1.31615
H  -2.30338  0.19290  1.45018
N  -0.23146  -1.00711  -0.02186
N  -2.30553  0.42345  0.43292
O  0.01275  -0.90660  1.41751
O  0.47093  1.85180  0.20090
O  1.96060  1.49414  -1.50132

Formally, the Löwdin partial charges of the atoms, in units of the elementary charge, are as follows: number 1, C, carries -0.152; number 2, C, carries -0.422; number 3, C, carries -0.204; number 4, H, carries 0.295; number 5, H, carries 0.134; number 6, H, carries 0.172; number 7, H, carries 0.125; number 8, H, carries 0.120; number 9, H, carries 0.042; number 10, N, carries -0.172; number 11, N, carries 0.080; number 12, O, carries -0.159; number 13, O, carries 0.105; number 14, O, carries 0.037

Entry 2:
ORCA calculation (the ωB97M-V functional and the def2-TZVPD basis) on one molecule with the formula C5H4O2.

Computed properties:
**SMILES**: C=C/C=C1/OC1=O
**E_LUMO**: -0.04 eV
**Energy relative to the best compared isomer or geometry (same formula, charge and spin)**: 55.6 kcal per mole
**Net charge**: 0
**Energy**: -343.30370 Eh
**Maximum force**: 0.78 eV Å⁻¹
**Kohn-Sham gap**: 9.32 eV
**Highest occupied orbital energy**: -0.3443 hartree

CARTESIAN COORDINATES (ANGSTROEM)
C  -1.52783  -0.78222  -0.24296
C  -0.31043  -1.32715  -0.25566
C  0.91251  -0.64226  0.19497
C  0.96503  0.67521  0.24852
O  1.87105  1.71615  0.61683
C  0.61162  2.02811  0.14472
O  -0.03980  2.99256  -0.07351
H  -1.70622  0.21823  0.14678
H  -2.38981  -1.31797  -0.62658
H  -0.17592  -2.34058  -0.62642
H  1.78981  -1.22008  0.47329

Formally, the Löwdin partial charges of the atoms, in units of the elementary charge, are as follows: number 1, C, carries 0.024; number 2, C, carries -0.169; number 3, C, carries -0.032; number 4, C, carries -0.125; number 5, O, carries 0.162; number 6, C, carries -0.377; number 7, O, carries 0.174; number 8, H, carries 0.067; number 9, H, carries 0.058; number 10, H, carries 0.097; number 11, H, carries 0.121

Entry 3:
ORCA calculation (the ωB97M-V functional and the def2-TZVPD basis) on one molecule with the formula C5H7ClN2.

Computed properties:
**SMILES**: C=C/C(Cl)=C\C=N\N
**E_LUMO**: 0.61 eV
**Energy relative to the best compared isomer or geometry (same formula, charge and spin)**: 56.5 kcal per mole
**Net charge**: 0
**Energy**: -764.34251 Eh
**Maximum force**: 0.92 eV Å⁻¹
**Kohn-Sham gap**: 8.99 eV
**Highest occupied orbital energy**: -0.3081 hartree

CARTESIAN COORDINATES (ANGSTROEM)
C  -0.88271  1.91473  0.38568
C  -1.39327  1.05510  -0.48851
C  -1.64707  -0.36795  -0.16471
Cl  -3.33833  -0.79675  -0.28544
C  -0.76525  -1.30312  0.19152
C  0.69833  -1.17976  0.23990
N  1.34579  -0.41973  -0.54192
N  2.70547  -0.44670  -0.47255
H  -0.57772  1.60440  1.36519
H  -0.72070  2.94704  0.13753
H  -1.71604  1.37944  -1.47084
H  -1.15985  -2.25598  0.49347
H  1.23726  -1.82422  0.95998
H  3.09825  -0.71434  0.43899
H  3.11583  0.40786  -0.78827

Formally, the Löwdin partial charges of the atoms, in units of the elementary charge, are as follows: number 1, C, carries 0.020; number 2, C, carries -0.217; number 3, C, carries -0.676; number 4, Cl, carries 0.650; number 5, C, carries -0.125; number 6, C, carries -0.188; number 7, N, carries -0.041; number 8, N, carries -0.005; number 9, H, carries 0.063; number 10, H, carries 0.054; number 11, H, carries 0.100; number 12, H, carries 0.089; number 13, H, carries 0.117; number 14, H, carries 0.088; number 15, H, carries 0.070